Arrangement one

ORCA calculation (the ωB97M-V functional and the def2-TZVPD basis) on a single C3H3NOS2 molecule.

Summary:
molar mass	133.2	Da
LUMO energy	0.433	eV
structure (SMILES)	Sc1ncoc1S
HOMO-LUMO gap	9.097	eV
E_HOMO	-8.66	eV

Each line ends with the Mulliken charge.
CARTESIAN COORDINATES (ANGSTROEM)
C 0.46781 0.62779 -0.08976  0.3803
C -0.45890 -0.17743 -1.85437  0.0321
C -0.40990 -0.31186 0.32745  0.2254
H 1.09369 1.46310 2.04065  0.1239
H -0.74446 -0.52261 -2.79447  0.4137
H -0.05150 -2.03431 1.84528  0.1706
N 0.40818 0.72864 -1.46211  -0.5600
O -0.99458 -0.86198 -0.79445  -0.3081
S 1.38474 1.84854 0.75821  -0.2191
S -0.69509 -0.75988 2.02357  -0.2588

Arrangement two

ORCA calculation (the ωB97M-V functional and the def2-TZVPD basis) on a single C3H3NOS2 molecule.

Summary:
molar mass	133.2	Da
LUMO energy	0.446	eV
structure (SMILES)	O/N=c1/ccss1
HOMO-LUMO gap	8.380	eV
E_HOMO	-7.93	eV

Each line ends with the Mulliken charge.
CARTESIAN COORDINATES (ANGSTROEM)
C 0.16499 -1.14485 -0.10155  -0.6821
C -1.09824 -1.56339 -0.00996  -0.0420
C 0.34700 0.27622 -0.02202  0.6601
N 1.45392 1.03648 -0.08669  -0.5337
O 1.17685 2.42287 -0.00213  -0.3690
S -2.39949 -0.39813 0.01932  -0.0801
S -1.24068 1.18441 -0.14432  -0.0148
H 0.94674 -1.79842 -0.16174  0.3916
H -1.31433 -2.64590 0.03297  0.3144
H 1.96323 2.63070 0.47611  0.3557

Which of them is most stable? Easy: arrangement one.